No. 1
{
  "formula": "C19H18CuNOS",
  "method": "wB97M-V/def2-TZVPD",
  "species": ["C", "C", "C", "H", "C", "C", "H", "H", "H", "H", "C", "C", "C", "H", "C", "C", "H", "H", "H", "H", "Cu", "O", "C", "C", "H", "H", "H", "H", "C", "C", "C", "H", "C", "H", "C", "H", "C", "H", "S", "C", "N"],
  "positions_angstrom": [[0.913, -1.698, 3.070], [-0.533, -1.824, 3.023], [-0.879, -2.185, 1.673], [-1.226, -1.687, 3.848], [0.323, -2.307, 0.919], [1.419, -1.985, 1.759], [2.465, -1.967, 1.472], [1.520, -1.438, 3.932], [-1.886, -2.363, 1.313], [0.396, -2.636, -0.113], [-1.122, 1.953, 1.805], [-1.078, 1.866, 3.180], [0.344, 1.840, 3.669], [-1.928, 1.901, 3.855], [1.088, 1.592, 2.349], [0.208, 1.800, 1.270], [0.478, 1.938, 0.223], [-1.999, 2.147, 1.195], [0.654, 2.790, 4.141], [2.172, 1.505, 2.277], [0.052, -0.133, 2.032], [-0.203, -0.253, -1.204], [-1.537, -0.711, -1.547], [-0.290, -1.062, -2.364], [-1.951, -1.440, -0.849], [-2.197, 0.041, -1.974], [0.029, -2.107, -2.256], [1.054, -1.990, -4.469], [0.774, -0.949, -4.609], [0.014, -0.339, -3.594], [-0.330, 1.026, -3.694], [-0.873, 1.502, -2.870], [0.041, 1.739, -4.829], [-0.208, 2.800, -4.882], [0.747, 1.114, -5.869], [1.051, 1.688, -6.742], [1.124, -0.229, -5.740], [1.705, -0.711, -6.521], [-0.835, -0.271, 6.841], [-0.101, 0.302, 5.586], [0.607, 0.742, 4.692]],
  "forces_ev_per_a": [[-0.3, -0.9, -0.3], [0.6, -0.5, -0.3], [0.4, -0.1, 0.4], [0.2, -0.1, -0.2], [0.1, -0.2, 0.5], [-0.4, -0.7, 0.4], [-0.2, 0.0, 0.0], [-0.2, -0.1, -0.2], [0.1, 0.0, 0.1], [0.0, 0.2, 0.2], [0.3, 0.3, -0.6], [-0.3, 0.6, 0.8], [0.0, -0.1, -1.5], [0.1, 0.1, -0.1], [0.7, 0.5, 1.0], [-0.7, 0.4, -0.4], [-0.1, -0.2, 0.3], [0.0, -0.2, 0.1], [0.1, -0.3, 0.5], [-0.3, 0.2, 0.1], [-0.2, 0.3, -1.1], [-1.0, -0.3, -0.2], [2.0, -0.1, -0.6], [-1.8, -0.3, 1.5], [0.1, 0.2, -0.2], [0.1, -0.1, 0.2], [0.3, 0.4, -0.1], [0.1, 0.1, -0.2], [-0.7, 0.4, 0.6], [0.6, 0.6, -0.9], [0.1, -0.6, -0.3], [0.3, -0.1, -0.4], [0.0, -0.1, -0.1], [0.1, -0.3, -0.1], [0.1, -0.2, 0.5], [-0.1, -0.1, 0.1], [-0.1, 0.4, -0.2], [-0.1, 0.1, 0.0], [-0.8, -0.6, 0.9], [2.9, 1.8, -2.8], [-2.0, -0.5, 2.6]],
  "e_lumo_ev": [2.7, 2.7],
  "s_squared": 0.7602,
  "multiplicity": 2,
  "homo_lumo_gap_ev": [3.711, 5.514],
  "charge": -1,
  "energy_ha": -2903.33017,
  "e_homo_ev": [-1.0, -2.8]
}



No. 2
{
  "formula": "C19H18F3",
  "method": "wB97M-V/def2-TZVPD",
  "species": ["H", "C", "C", "C", "C", "C", "H", "H", "H", "H", "H", "H", "H", "F", "C", "F", "F", "C", "C", "C", "C", "C", "C", "C", "C", "C", "C", "C", "C", "C", "H", "H", "H", "H", "H", "H", "H", "H", "H", "H"],
  "positions_angstrom": [[-0.542, 1.532, 0.388], [-0.950, 2.510, 0.749], [-1.619, 2.267, 2.096], [-2.954, 2.367, 2.228], [0.219, 3.476, 0.755], [1.489, 3.095, 0.572], [-1.749, 2.862, 0.066], [-0.921, 2.036, 2.917], [-3.490, 2.203, 3.165], [-3.552, 2.666, 1.361], [-0.060, 4.518, 0.938], [2.310, 3.804, 0.643], [1.743, 2.063, 0.330], [-0.657, -5.813, 1.845], [-1.388, -4.710, 2.188], [-2.702, -5.069, 2.132], [-1.109, -4.452, 3.506], [-1.091, -3.531, 1.314], [-2.044, -2.532, 1.116], [-1.710, -1.422, 0.370], [-0.435, -1.293, -0.258], [-0.174, -0.102, -0.992], [0.989, 0.270, -1.723], [0.864, 1.386, -2.614], [1.940, 1.801, -3.385], [3.162, 1.108, -3.330], [3.300, 0.017, -2.460], [2.273, -0.337, -1.598], [0.454, -2.393, -0.129], [0.166, -3.446, 0.724], [-3.036, -2.628, 1.548], [-2.434, -0.617, 0.250], [-1.046, 0.543, -1.120], [-0.093, 1.914, -2.655], [1.828, 2.681, -4.020], [4.013, 1.456, -3.916], [4.241, -0.529, -2.417], [2.476, -1.044, -0.789], [1.377, -2.448, -0.696], [0.916, -4.209, 0.902]],
  "forces_ev_per_a": [[-0.3, 0.8, 0.4], [0.1, -0.3, 0.0], [-0.3, 0.3, -0.2], [0.8, 0.0, 0.0], [0.0, -0.3, 0.1], [-0.6, 0.4, 0.0], [0.5, -0.2, 0.0], [-0.6, 0.0, -0.2], [0.3, 0.0, -0.3], [0.1, -0.2, 0.3], [0.3, -0.2, 0.1], [-0.1, -0.1, -0.1], [-0.1, 0.2, 0.2], [-0.6, 1.2, 0.2], [-0.6, -1.7, 1.4], [1.1, 0.5, -0.1], [-0.2, 0.0, -1.4], [0.2, 0.4, 0.0], [-0.1, -0.1, 0.1], [0.2, 0.4, -0.2], [-0.3, -0.6, 0.4], [0.2, -0.6, -1.0], [0.1, 0.7, 0.2], [0.1, -0.3, 0.2], [-0.1, 0.0, 0.0], [-0.6, 0.1, 0.2], [0.0, 0.0, 0.3], [0.1, 0.0, -0.2], [0.2, 0.0, 0.3], [0.1, 0.3, -0.4], [0.2, 0.0, 0.0], [0.1, -0.1, 0.1], [0.3, -0.2, -0.1], [0.4, -0.2, -0.1], [0.1, -0.3, 0.1], [-0.3, -0.2, 0.1], [-0.1, 0.3, 0.1], [0.0, 0.3, -0.5], [-0.3, 0.0, 0.2], [-0.2, 0.0, -0.2]],
  "e_lumo_ev": -6.3,
  "homo_lumo_gap_ev": 6.139,
  "charge": 1,
  "energy_ha": -1034.08035,
  "e_homo_ev": -12.4
}



No. 3
{
  "formula": "C19H18N2O4",
  "method": "wB97M-V/def2-TZVPD",
  "species": ["C", "C", "C", "N", "C", "O", "C", "C", "C", "C", "N", "C", "O", "C", "C", "C", "C", "C", "C", "C", "C", "C", "C", "O", "O", "H", "H", "H", "H", "H", "H", "H", "H", "H", "H", "H", "H", "H", "H", "H", "H", "H", "H"],
  "positions_angstrom": [[-2.176, -0.188, 1.914], [-2.785, 0.220, 0.610], [-3.344, -0.737, -0.249], [-3.222, -2.113, 0.007], [-2.092, -2.854, 0.229], [-2.182, -4.030, 0.517], [-0.790, -2.154, 0.076], [-0.537, -1.278, -0.976], [0.690, -0.659, -1.080], [1.692, -0.899, -0.138], [2.898, -0.217, -0.291], [4.001, -0.226, 0.518], [4.094, -0.872, 1.539], [5.124, 0.643, 0.052], [5.455, 0.829, -1.407], [4.897, 1.970, -0.627], [1.455, -1.806, 0.893], [0.228, -2.431, 0.984], [-4.075, -0.350, -1.369], [-4.220, 0.986, -1.691], [-3.612, 1.939, -0.900], [-2.895, 1.565, 0.236], [-2.284, 2.688, 0.989], [-2.693, 3.823, 0.951], [-1.185, 2.363, 1.686], [-2.477, -1.198, 2.178], [-2.497, 0.490, 2.702], [-1.089, -0.152, 1.869], [-4.068, -2.665, -0.064], [-1.290, -1.090, -1.726], [0.878, 0.019, -1.901], [2.934, 0.377, -1.107], [5.958, 0.581, 0.739], [6.499, 0.853, -1.677], [4.837, 0.340, -2.146], [3.883, 2.293, -0.811], [5.557, 2.781, -0.358], [2.231, -2.010, 1.610], [0.039, -3.139, 1.776], [-4.524, -1.113, -1.989], [-4.793, 1.278, -2.557], [-3.686, 2.990, -1.136], [-0.833, 3.154, 2.125]],
  "forces_ev_per_a": [[0.1, 0.0, 0.1], [-0.2, 0.0, -0.1], [-0.1, 0.5, -0.1], [-0.5, -0.2, -0.1], [0.0, -0.1, -0.1], [0.1, -0.1, 0.1], [0.3, -0.1, 0.0], [0.1, -0.1, 0.1], [0.1, 0.0, 0.0], [-0.3, -0.2, 0.1], [-0.1, 0.2, -0.4], [0.2, 0.2, -0.1], [0.0, -0.1, 0.1], [0.2, 0.0, 0.2], [0.1, 0.0, -0.1], [0.0, 0.1, 0.0], [0.2, 0.0, 0.1], [-0.3, 0.0, -0.3], [0.1, 0.0, 0.1], [0.0, 0.0, 0.0], [0.1, 0.1, 0.2], [-0.2, -0.2, -0.3], [0.0, 0.7, 0.1], [0.0, -0.1, 0.0], [0.4, -0.3, 0.2], [0.0, 0.0, 0.0], [0.0, 0.0, 0.1], [0.0, 0.0, 0.1], [0.2, 0.0, 0.1], [-0.1, 0.1, 0.0], [0.0, 0.1, -0.1], [0.1, -0.1, 0.2], [-0.1, 0.0, -0.1], [0.1, 0.0, 0.0], [-0.1, 0.0, 0.0], [-0.1, -0.1, 0.0], [0.1, 0.0, 0.0], [0.0, 0.0, 0.0], [0.0, -0.1, 0.1], [0.0, -0.1, -0.1], [0.0, 0.0, -0.1], [0.0, 0.1, 0.0], [-0.3, 0.0, -0.2]],
  "e_lumo_ev": 0.2,
  "homo_lumo_gap_ev": 8.887,
  "charge": 0,
  "energy_ha": -1145.34360,
  "e_homo_ev": -8.7
}



No. 4
{
  "formula": "C19H18N2O4S",
  "method": "wB97M-V/def2-TZVPD",
  "species": ["C", "C", "C", "C", "C", "N", "C", "C", "O", "O", "C", "S", "C", "O", "N", "C", "C", "C", "C", "C", "C", "C", "C", "O", "C", "C", "H", "H", "H", "H", "H", "H", "H", "H", "H", "H", "H", "H", "H", "H", "H", "H", "H", "H"],
  "positions_angstrom": [[-2.998, -4.541, 2.091], [-2.031, -3.880, 1.190], [-0.835, -3.285, 1.702], [0.015, -2.554, 0.868], [-0.264, -2.444, -0.501], [0.616, -1.840, -1.375], [1.236, -2.752, -2.408], [1.049, -2.347, -3.883], [0.017, -1.836, -4.235], [2.069, -2.656, -4.712], [1.129, -0.572, -1.122], [2.724, -0.121, -1.783], [2.539, 1.506, -1.118], [3.369, 2.375, -1.332], [1.305, 1.667, -0.461], [0.938, 2.773, 0.293], [0.961, 4.061, -0.314], [0.597, 5.199, 0.402], [0.208, 5.069, 1.745], [-0.273, 6.306, 2.485], [0.209, 3.833, 2.400], [0.589, 2.685, 1.657], [0.525, 0.501, -0.490], [-0.746, 0.398, -0.013], [-1.414, -3.090, -1.004], [-2.290, -3.803, -0.172], [-4.023, -4.531, 1.724], [-3.007, -4.087, 3.095], [-2.748, -5.600, 2.212], [-0.578, -3.361, 2.743], [0.908, -2.044, 1.272], [2.300, -2.852, -2.174], [0.751, -3.724, -2.271], [1.791, -2.267, -5.548], [1.280, 4.164, -1.353], [0.727, 6.153, -0.102], [0.154, 6.369, 3.506], [0.002, 7.233, 1.940], [-1.362, 6.213, 2.559], [-0.074, 3.650, 3.442], [0.629, 1.704, 2.108], [-1.131, -0.404, -0.455], [-1.695, -3.010, -2.046], [-3.169, -4.257, -0.563]],
  "forces_ev_per_a": [[-0.4, -0.6, 1.0], [1.2, 0.8, 0.1], [-0.7, 0.2, -1.3], [-0.1, -0.1, 0.4], [-1.4, -1.6, 0.8], [0.8, -0.5, -2.2], [0.1, 0.9, 0.7], [-1.0, 0.2, 1.1], [0.5, 0.0, -0.4], [-0.4, 0.2, 0.8], [0.4, 1.6, 0.4], [-0.8, 0.0, 0.7], [0.4, 1.4, -0.6], [-0.8, -0.6, 0.7], [0.2, -1.9, -0.4], [-0.3, 3.1, 1.0], [-0.1, -0.7, 0.3], [0.5, -1.3, 0.2], [-0.1, 0.8, 0.5], [0.4, 0.0, 0.0], [0.5, -1.3, -1.5], [0.1, 0.5, -0.6], [0.8, -3.1, -1.6], [0.0, 0.3, -0.4], [-0.2, 0.0, 0.4], [1.5, 0.9, 0.5], [0.0, 0.2, -0.2], [0.1, -0.2, -0.3], [0.0, 0.0, 0.1], [-0.1, -0.1, 0.3], [-0.5, -0.4, -0.2], [0.0, -0.1, -0.1], [0.2, 0.2, -0.1], [0.1, -0.1, -0.5], [-0.1, -0.2, 0.3], [-0.4, 0.0, 0.3], [-0.3, -0.1, -0.5], [-0.3, -0.6, 0.3], [0.1, 0.4, 0.1], [0.1, 0.6, -0.4], [-0.1, 0.0, 0.2], [0.3, 1.0, 0.6], [0.3, 0.1, -0.2], [-0.6, -0.2, -0.4]],
  "e_lumo_ev": 0.5,
  "homo_lumo_gap_ev": 7.590,
  "charge": 0,
  "energy_ha": -1543.48055,
  "e_homo_ev": -7.0
}